15
Properties=species:S:1:pos:R:3 method="wB97M-V/def2-TZVPD" energy_ev=-9850.611 charge=+1 multiplicity=3 s2=2.007 e_lumo_ev="-3.628 / -7.187"
C 1.8992 -0.4393 -0.0170
C 0.7714 -1.2506 -0.1243
C -1.1363 0.1638 -0.1221
C -2.5872 -0.0036 0.1746
N 1.7901 1.0440 0.1027
O -0.5403 -1.0152 -0.0037
O -0.5747 1.1419 -0.5604
H 2.8716 -0.8195 -0.0603
H 0.8890 -2.3519 -0.2995
H -2.8249 0.7721 0.7389
H -2.7385 -0.9352 0.7870
H -3.0119 -0.1633 -0.8113
H 2.6835 1.4289 -0.3681
H 1.5410 1.2305 1.0561
H 0.9681 1.1973 -0.4927